C42H102F6N6O6P | the ωB97M-V functional and the def2-TZVPD basis

```
163
Properties=species:S:1:pos:R:3:forces:R:3:lowdin_charge:R:1
C -9.573 4.377 -2.275 0.075 0.482 1.832 -0.084
C -8.418 3.457 -2.574 1.128 -0.401 0.795 -0.241
C -7.173 4.293 -2.930 0.973 -0.525 -0.257 -0.076
N -6.029 3.578 -3.738 -1.853 -0.437 -0.866 -0.255
C -6.447 3.310 -5.245 -0.495 0.027 1.475 0.089
C -4.799 4.377 -3.734 1.234 -0.121 -0.790 -0.121
C -3.701 3.374 -4.237 -0.569 0.814 2.476 -0.113
C -4.236 1.986 -3.864 -0.379 -0.039 1.193 -0.158
C -5.603 2.243 -3.136 0.544 0.407 -0.683 -0.072
H -9.443 5.000 -1.346 0.422 -0.404 -0.960 0.111
H -10.478 3.851 -2.022 -0.358 -0.411 -0.440 0.086
H -9.709 5.028 -3.103 -0.544 0.659 -0.681 0.072
H -8.661 2.735 -3.333 -0.240 -0.001 -0.849 0.100
H -8.213 2.797 -1.717 0.151 0.371 0.027 0.115
H -6.572 4.583 -2.064 -0.654 0.223 0.259 0.128
H -7.449 5.200 -3.489 0.222 -0.369 0.007 0.146
H -5.852 2.488 -5.617 0.005 -0.031 -0.081 0.093
H -6.306 4.189 -5.850 0.306 0.459 0.091 0.110
H -7.517 3.072 -5.292 0.374 -0.130 0.312 0.112
H -4.918 5.258 -4.372 -0.002 -0.174 0.114 0.147
H -4.517 4.713 -2.738 -0.536 -0.102 0.155 0.135
H -3.515 3.548 -5.248 0.522 -0.058 -1.623 0.099
H -2.828 3.605 -3.609 0.021 -0.158 -0.698 0.119
H -4.347 1.286 -4.657 -0.402 -0.101 -1.139 0.086
H -3.524 1.442 -3.249 -0.072 0.257 0.618 0.092
H -6.379 1.533 -3.388 -0.067 -0.268 0.116 0.127
H -5.509 2.328 -2.040 -0.065 0.224 -0.502 0.143
C -3.350 2.772 7.815 0.578 1.568 -0.177 -0.072
C -2.477 1.699 7.163 0.203 0.620 0.085 -0.244
C -3.106 1.190 5.907 0.241 -0.214 -0.718 -0.109
N -2.138 0.494 4.923 -0.467 -1.470 1.213 -0.249
C -1.307 -0.556 5.642 0.904 -0.532 -1.014 0.028
C -1.316 1.527 4.235 0.227 0.523 1.426 -0.110
C -2.225 2.095 3.201 -0.359 1.098 -1.111 -0.163
C -3.315 1.080 2.910 -0.794 -0.628 0.810 -0.133
C -2.949 -0.122 3.796 0.316 0.470 0.039 -0.083
H -3.415 3.724 7.187 -0.047 -1.330 0.657 0.108
H -2.923 3.098 8.787 -0.217 -0.332 -0.579 0.098
H -4.343 2.390 8.012 -0.280 0.026 -0.014 0.081
H -2.317 0.918 7.887 0.093 -0.487 0.152 0.118
H -1.506 2.088 6.881 0.369 0.391 0.379 0.100
H -3.528 2.002 5.322 -0.165 0.090 0.095 0.128
H -3.870 0.480 6.142 -0.562 -0.506 -0.078 0.140
H -0.717 -0.099 6.416 0.248 0.428 0.108 0.094
H -0.633 -1.059 4.908 -0.368 0.798 0.273 0.114
H -1.791 -1.413 6.113 -1.058 0.566 -0.163 0.119
H -0.451 1.074 3.789 0.340 -0.488 -0.143 0.128
H -0.983 2.242 5.002 -0.014 -0.194 -0.419 0.140
H -1.639 2.244 2.301 0.037 0.324 -0.118 0.113
H -2.729 3.029 3.455 0.574 0.093 0.203 0.127
H -3.273 0.816 1.860 -0.474 -0.198 -0.059 0.109
H -4.311 1.480 3.221 0.690 -0.398 -0.613 0.134
H -2.270 -0.791 3.283 0.144 -0.195 -0.163 0.120
H -3.765 -0.686 4.229 -0.184 -0.036 -0.008 0.137
C 3.673 4.416 2.833 -0.599 -0.326 -0.651 -0.079
C 3.107 4.839 1.488 0.416 0.887 -0.908 -0.226
C 3.360 3.715 0.454 -1.243 1.335 -0.193 -0.091
N 2.689 4.032 -0.891 0.142 -0.827 -0.169 -0.242
C 1.223 3.990 -0.803 -1.089 -0.476 -0.057 0.005
C 3.069 3.066 -2.042 0.861 0.078 0.773 -0.077
C 2.795 3.859 -3.292 -0.350 -1.017 -1.839 -0.165
C 2.792 5.301 -2.900 0.203 1.880 -2.201 -0.180
C 3.110 5.342 -1.467 0.889 0.824 1.162 -0.133
H 4.710 4.164 2.636 0.204 -0.271 0.532 0.085
H 3.073 3.564 3.122 0.301 -0.620 0.415 0.068
H 3.596 5.126 3.643 0.063 0.475 -0.134 0.087
H 3.625 5.769 1.159 -0.265 -0.613 0.054 0.126
H 2.051 5.099 1.488 -0.191 -0.122 0.396 0.104
H 3.030 2.740 0.808 -0.164 -0.027 -0.235 0.123
H 4.385 3.712 0.217 1.425 -0.329 -0.188 0.116
H 0.885 3.158 -0.218 0.261 -0.514 0.780 0.086
H 0.782 3.718 -1.764 0.182 0.756 -0.175 0.110
H 0.817 4.900 -0.379 0.031 0.162 -0.210 0.114
H 2.555 2.126 -1.880 -0.213 -0.046 -0.084 0.124
H 4.151 2.872 -2.063 -0.256 0.106 0.841 0.144
H 1.816 3.596 -3.758 0.956 -0.011 0.097 0.127
H 3.644 3.691 -3.989 -0.931 -0.244 0.107 0.140
H 1.890 5.831 -3.254 -0.086 -0.427 0.860 0.136
H 3.541 5.928 -3.432 -0.089 -0.713 0.242 0.148
H 2.589 6.199 -1.048 0.271 -0.190 0.808 0.147
H 4.207 5.383 -1.297 -0.673 0.264 -0.030 0.163
C 1.303 -6.592 -1.433 -1.901 0.172 0.713 -0.089
O 2.186 -5.656 -1.962 0.405 0.793 -0.037 -0.217
C 2.657 -5.975 -3.256 -1.678 -0.592 -0.345 -0.192
C 2.761 -4.655 -3.978 0.120 0.216 0.422 -0.043
N 3.517 -3.743 -3.041 -1.721 -0.840 0.062 0.044
H 3.484 -2.808 -3.372 0.042 1.394 -0.409 0.157
H 2.997 -3.805 -2.157 -0.452 0.271 -0.203 0.168
C 4.863 -4.057 -2.648 2.044 -0.836 -0.352 -0.124
C 5.404 -2.844 -1.915 0.509 0.120 0.794 -0.213
O 5.373 -1.714 -2.751 0.640 -0.713 0.566 -0.197
C 6.525 -1.602 -3.588 -0.385 -0.063 -1.157 -0.065
H 0.840 -6.181 -0.508 0.780 -0.261 -0.375 0.104
H 1.769 -7.549 -1.241 0.086 -0.285 0.050 0.102
H 0.431 -6.694 -2.102 0.354 -0.370 -0.057 0.098
H 1.944 -6.640 -3.786 0.160 0.476 0.154 0.150
H 3.534 -6.573 -3.154 1.149 -0.083 -0.258 0.130
H 1.777 -4.176 -4.123 0.324 -0.364 0.235 0.147
H 3.235 -4.699 -4.945 0.470 -0.077 -0.189 0.143
H 5.457 -4.411 -3.536 -0.399 0.705 0.823 0.174
H 4.839 -4.873 -1.946 -0.108 -0.538 0.174 0.134
H 6.396 -3.110 -1.437 -0.733 0.541 -0.876 0.156
H 4.770 -2.540 -1.063 -0.096 -0.572 -0.217 0.137
H 6.652 -0.541 -3.634 0.616 0.549 -0.401 0.085
H 6.290 -1.989 -4.603 0.240 0.203 0.494 0.103
H 7.437 -2.098 -3.233 -0.392 0.098 0.302 0.106
C -0.883 -0.134 -4.478 -1.007 1.062 -0.048 -0.081
O -1.294 -1.374 -3.943 -0.807 -0.720 0.156 -0.202
C -2.507 -1.810 -4.582 0.415 -0.169 -1.055 -0.183
C -3.184 -2.894 -3.775 0.229 0.493 1.755 -0.063
N -3.115 -2.456 -2.320 1.426 -0.234 0.787 0.043
H -2.134 -2.018 -2.119 -1.701 -0.802 -0.472 0.178
H -3.812 -1.767 -2.014 -0.148 0.477 -0.539 0.144
C -3.414 -3.537 -1.301 1.566 -0.444 -0.233 -0.099
C -3.789 -2.821 -0.029 -2.308 -0.363 0.369 -0.184
O -4.756 -1.819 -0.374 -0.946 -0.311 -0.082 -0.251
C -6.187 -2.190 -0.500 1.367 -0.723 0.308 -0.020
H -0.919 -0.155 -5.572 0.683 -0.095 0.039 0.104
H 0.042 0.246 -4.031 -0.018 -0.720 -0.267 0.094
H -1.650 0.608 -4.211 0.077 0.114 0.044 0.067
H -2.233 -2.223 -5.572 -0.349 0.233 0.275 0.151
H -3.225 -0.987 -4.749 0.395 0.032 0.168 0.121
H -2.680 -3.839 -3.779 0.626 -0.468 -0.265 0.128
H -4.225 -3.128 -3.995 0.015 0.469 -0.345 0.147
H -2.498 -4.132 -1.132 -0.388 0.198 -0.253 0.145
H -4.191 -4.216 -1.682 0.096 0.492 0.098 0.146
H -3.009 -2.233 0.450 0.403 -0.517 -0.061 0.122
H -4.275 -3.573 0.651 0.768 0.705 -0.251 0.153
H -6.446 -2.718 -1.417 0.468 -0.146 -0.307 0.083
H -6.608 -1.215 -0.580 -0.909 0.389 0.496 0.078
H -6.529 -2.860 0.324 0.265 0.983 -0.246 0.115
C 6.368 -6.797 4.421 -0.269 0.055 -0.636 -0.030
O 5.895 -5.401 4.393 0.335 -1.355 0.172 -0.209
C 5.104 -4.992 5.472 -0.887 -1.580 0.734 -0.255
C 4.240 -3.912 4.928 0.137 1.929 0.763 -0.077
N 5.170 -2.798 4.357 -1.140 -1.465 -2.474 0.051
H 5.882 -2.605 5.029 0.719 0.004 0.770 0.165
H 5.645 -3.214 3.532 0.092 0.194 0.553 0.171
C 4.580 -1.490 3.923 1.753 0.813 0.218 -0.048
C 5.796 -0.554 3.343 -1.726 -0.970 0.931 -0.196
O 6.592 -1.265 2.463 0.667 -0.637 0.070 -0.202
C 8.040 -1.116 2.643 -0.856 -0.165 -1.396 -0.023
H 6.990 -6.876 3.513 -0.079 -0.043 0.709 0.099
H 5.546 -7.528 4.318 -0.077 0.615 -0.047 0.095
H 6.897 -7.108 5.333 0.125 0.711 -0.236 0.103
H 5.705 -4.725 6.349 0.006 0.180 -0.056 0.142
H 4.339 -5.765 5.831 1.166 0.534 -0.427 0.165
H 3.697 -3.355 5.708 -0.108 -0.602 -0.168 0.139
H 3.555 -4.382 4.213 0.367 0.864 -0.358 0.146
H 4.138 -1.131 4.861 -0.052 0.595 -0.611 0.131
H 3.852 -1.599 3.131 -0.221 -0.483 0.060 0.121
H 6.331 -0.123 4.163 0.595 0.052 0.732 0.118
H 5.328 0.274 2.842 -0.472 0.451 -0.350 0.111
H 8.295 -0.071 2.751 0.111 0.159 0.351 0.097
H 8.468 -1.466 1.702 -0.053 0.100 0.064 0.096
H 8.425 -1.767 3.403 0.042 -0.058 0.774 0.087
P 0.507 -0.433 -0.201 -1.063 0.572 0.575 0.190
F -0.563 -1.591 -0.740 -0.022 0.635 0.325 -0.195
F 1.325 -0.610 -1.560 0.784 -0.220 -0.053 -0.154
F -0.328 0.741 -0.961 -0.496 -0.243 0.397 -0.180
F 1.514 0.722 0.371 0.206 -0.364 -0.369 -0.181
F -0.392 -0.222 1.180 -0.019 -0.189 -0.908 -0.196
F 1.333 -1.574 0.538 0.371 -0.148 -0.039 -0.143
```
Forces are in eV/Å.

## Properties
Highest occupied orbital energy: -18.8 eV
Charge: +5
Electronic energy: -91984.7009 eV
Spin multiplicity: 1
LUMO: -8.84 eV